w | Molecular formula: C4H6N2O
Method: DFT, ωB97M-V/def2-TZVPD

Total charge: 0
LUMO in eV: 0.75
Molecular weight in g/mol: 98.1
HOMO level in eV: -7.50
SMILES: Nc1c[nH]c(O)c1
Frontier orbital gap in Ha: 0.303

Element x y z (Å)
1 N 1.227 1.872 -0.224
2 C 0.478 0.689 -0.295
3 C -0.859 0.618 -0.621
4 N -1.219 -0.713 -0.575
5 C -0.169 -1.417 -0.078
6 O -0.531 -2.376 0.844
7 C 0.947 -0.621 -0.019
8 H 0.660 2.607 0.175
9 H 2.069 1.789 0.332
10 H -1.577 1.391 -0.834
11 H -2.141 -1.123 -0.568
12 H -0.871 -1.748 1.512
13 H 1.920 -0.898 0.367

x | Molecular formula: C4H6N2O
Method: DFT, ωB97M-V/def2-TZVPD

Total charge: 0
LUMO in eV: 0.66
Molecular weight in g/mol: 98.1
HOMO level in eV: -7.85
Frontier orbital gap in Ha: 0.313

Element x y z (Å)
1 N 1.269 1.359 -0.012
2 C 0.482 0.253 0.055
3 C -0.051 -0.433 -1.165
4 C -0.774 -1.416 -0.631
5 C -0.703 -1.285 0.910
6 O -1.154 0.485 0.845
7 N 0.660 -0.750 1.014
8 H 1.028 2.036 -0.723
9 H 1.519 1.786 0.870
10 H 0.134 -0.119 -2.187
11 H -1.353 -2.178 -1.139
12 H -1.873 0.633 0.218
13 H 0.815 -0.370 1.944

y | Molecular formula: C4H6N2O
Method: DFT, ωB97M-V/def2-TZVPD

Total charge: 0
LUMO in eV: 0.75
Molecular weight in g/mol: 98.1
HOMO level in eV: -8.97
SMILES: [H]/N=c1\cc(C)[nH]o1
Frontier orbital gap in Ha: 0.357

Element x y z (Å)
1 H 2.993 0.470 1.168
2 N 2.879 -0.211 0.430
3 C 1.643 -0.395 0.292
4 C 0.412 0.212 0.845
5 C -0.542 -0.043 -0.057
6 C -1.974 0.364 -0.160
7 N -0.054 -0.921 -1.071
8 O 1.252 -1.271 -0.681
9 H 0.322 0.831 1.736
10 H -2.514 -0.444 -0.644
11 H -2.426 0.539 0.815
12 H -2.135 1.270 -0.749
13 H 0.144 -0.402 -1.925

z | Molecular formula: C4H6N2O
Method: DFT, ωB97M-V/def2-TZVPD

Total charge: 0
LUMO in eV: 0.89
Molecular weight in g/mol: 98.1
HOMO level in eV: -8.77
SMILES: O[C@@H]1[C@@H]2C=NN[C@H]12
Frontier orbital gap in Ha: 0.355

Element x y z (Å)
1 O -1.707 -0.349 -1.009
2 C -1.310 0.146 0.281
3 C -0.073 1.098 0.647
4 C 1.000 0.967 -0.404
5 N 1.560 -0.093 -0.681
6 N 0.947 -1.058 0.133
7 C -0.167 -0.552 1.108
8 H -0.799 -0.826 -1.440
9 H -2.296 0.481 0.628
10 H -0.449 2.135 1.115
11 H 1.466 1.728 -1.000
12 H 1.397 -1.800 0.626
13 H 0.087 -0.819 2.186

It is w that is the most stable of them.

w | Molecular formula: C4H6N2O
Method: DFT, ωB97M-V/def2-TZVPD

Total charge: 0
LUMO in eV: 0.91
Molecular weight in g/mol: 98.1
HOMO level in eV: -7.52
SMILES: Nc1ccc(O)[nH]1
Frontier orbital gap in Ha: 0.310

Element x y z (Å)
1 N 1.948 0.401 1.032
2 C 0.895 0.065 0.168
3 C 0.463 -1.098 -0.378
4 C -0.924 -0.931 -0.748
5 C -1.206 0.392 -0.468
6 O -2.376 1.060 -0.499
7 N -0.114 1.015 0.016
8 H 2.748 0.739 0.527
9 H 2.210 -0.399 1.597
10 H 0.992 -2.047 -0.404
11 H -1.555 -1.625 -0.247
12 H -3.019 0.439 -0.866
13 H -0.043 1.966 0.346

x | Molecular formula: C4H6N2O
Method: DFT, ωB97M-V/def2-TZVPD

Total charge: 0
LUMO in eV: 0.86
Molecular weight in g/mol: 98.1
HOMO level in eV: -9.85
SMILES: O=C1NC[C@H]2CN12
Frontier orbital gap in Ha: 0.394

Element x y z (Å)
1 O -1.622 -0.571 2.037
2 C -0.898 -0.381 1.092
3 N -1.267 -0.383 -0.234
4 C -0.152 -0.425 -1.158
5 C 1.013 -0.163 -0.206
6 C 0.948 1.111 0.529
7 N 0.518 -0.140 1.173
8 H -2.202 -0.666 -0.480
9 H -0.238 0.348 -1.932
10 H -0.060 -1.397 -1.655
11 H 1.943 -0.707 -0.336
12 H 1.843 1.559 0.950
13 H 0.175 1.814 0.221

It is x that is the most stable of them.